Entry 1:
The following is a DFT calculation (ωB97M-V/def2-TZVPD) of C43H43BF3N8O3SSbTi as an isolated structure in a non-equilibrium geometry.

```
104
Properties=species:S:1:pos:R:3
Ti 0.4398 0.0716 0.2504
S -2.1143 0.3463 2.4887
C -0.4798 -0.0555 2.8782
N 0.1322 0.3668 3.9588
N -0.5173 1.1608 4.7834
C 0.0785 1.6962 5.8932
C 1.3624 1.2882 6.2759
C 1.9548 1.8364 7.3925
C 1.2885 2.7933 8.1453
C 0.0172 3.2019 7.7678
C -0.5885 2.6673 6.6482
N 0.2942 -0.7528 1.9897
N -0.4580 -1.3409 0.9476
C -0.4337 -2.7082 0.8522
C -1.1854 -3.3084 -0.1729
C -1.1024 -4.6685 -0.3896
C -0.2775 -5.4568 0.4022
C 0.4372 -4.8769 1.4390
C 0.3591 -3.5181 1.6790
H -1.4781 1.4228 4.5214
H 1.8586 0.5376 5.6838
H 2.9451 1.5179 7.6786
H 1.7578 3.2247 9.0156
H -0.5006 3.9467 8.3527
H -1.5675 3.0021 6.3412
H -1.8459 -2.6687 -0.7498
H -1.6983 -5.1217 -1.1670
H -0.2042 -6.5181 0.2231
H 1.0565 -5.4953 2.0732
H 0.8940 -3.0665 2.5067
F 2.2324 -8.1234 -3.5297
C 2.0711 -6.8588 -3.1145
C 3.0112 -6.3055 -2.2659
C 2.8413 -4.9987 -1.8471
C 1.7598 -4.2506 -2.2805
C 0.8201 -4.8368 -3.1168
C 0.9680 -6.1433 -3.5440
Sb 1.5183 -2.1665 -1.7029
C 1.8502 -1.5375 -3.7766
C 2.9978 -0.9456 -4.2762
C 3.0783 -0.5452 -5.5990
C 1.9915 -0.7512 -6.4285
F 2.0585 -0.3573 -7.7096
C 0.8264 -1.3357 -5.9619
C 0.7654 -1.7085 -4.6310
C 3.4682 -1.9624 -0.7679
C 3.4708 -1.6068 0.5774
C 4.6678 -1.4071 1.2478
C 5.8544 -1.5559 0.5497
F 7.0182 -1.2961 1.1775
C 5.8789 -1.9530 -0.7760
C 4.6754 -2.1705 -1.4251
H 3.8578 -6.8883 -1.9431
H 3.5601 -4.5632 -1.1690
H -0.0461 -4.2818 -3.4469
H 0.2503 -6.6113 -4.1994
H 3.8437 -0.7813 -3.6300
H 3.9670 -0.0755 -5.9871
H -0.0083 -1.4808 -6.6329
H -0.1538 -2.1493 -4.2608
H 2.5346 -1.4968 1.1310
H 4.6965 -1.1513 2.2970
H 6.8211 -2.0930 -1.2818
H 4.6725 -2.5214 -2.4489
N 0.4109 0.7858 -2.3249
N -0.8054 0.1060 -1.9385
H 0.4941 1.6199 -1.7346
H 0.3856 1.0934 -3.3025
H -0.9444 -0.6713 -2.5917
H -1.6263 0.7207 -2.0241
O -0.4127 2.9057 1.4134
B -0.7237 1.8193 0.5811
O -1.5874 2.2780 -0.4278
C -1.8105 3.6064 -0.2014
C -2.5282 4.5160 -0.9510
C -2.5079 5.8336 -0.5168
C -1.7879 6.2180 0.6059
C -1.0591 5.3048 1.3553
C -1.0869 3.9919 0.9317
H -3.0679 4.2294 -1.8397
H -3.0544 6.5774 -1.0764
H -1.7783 7.2568 0.8955
H -0.4842 5.6099 2.2153
C 2.3854 1.6652 2.6836
N 3.4636 1.8618 1.7336
C 4.7344 2.3285 2.2554
C 5.4943 3.0599 1.1655
C 5.6065 2.1224 -0.0228
N 4.2907 1.6611 -0.4253
C 4.1604 1.3044 -1.8181
C 3.2869 1.4929 0.4566
O 2.1715 1.0151 0.0698
H 2.6133 2.2068 3.5988
H 2.2505 0.6040 2.9269
H 1.4520 2.0600 2.2690
H 5.3182 1.4779 2.6242
H 4.5280 2.9936 3.0954
H 6.4830 3.3422 1.5191
H 4.9515 3.9642 0.8883
H 6.2349 1.2624 0.2338
H 6.0631 2.6313 -0.8718
H 4.2932 2.1900 -2.4427
H 3.1753 0.8789 -2.0017
H 4.9331 0.5788 -2.0755
```

As for the HOMO energy (alpha / beta): -9.93 / -9.92 eV. The calculation puts the total energy at -4140.30469 hartree. As for the energy above the lowest of the compared OMol25 structures with the same formula, charge and spin: 42.7 kcal/mol. As for the total charge: +1. Its spin multiplicity is 2.


Entry 2:
The following is a DFT calculation (ωB97M-V/def2-TZVPD) of C43H43CuF3GeN5O5Sb as an isolated structure.

```
102
Properties=species:S:1:pos:R:3
Cu 1.9610 0.2032 0.9948
N 3.3384 0.2093 -0.7258
N 4.2863 -0.8051 -0.5851
C 4.3000 -1.5810 0.5354
N 5.1490 -2.6141 0.4998
N 3.4777 -1.2221 1.5105
N 3.4493 -1.9340 2.6958
O 4.2181 -2.8751 2.9074
O 2.5935 -1.5870 3.4667
H 2.7169 0.0116 -1.5117
H 3.8050 1.0968 -0.8651
H 4.6772 -1.2006 -1.4269
H 5.8077 -2.6954 -0.2540
H 5.2753 -3.1220 1.3632
C 3.5801 3.1780 1.8211
C 2.1418 2.9138 2.2426
C 2.0840 2.1325 3.5445
O 1.4969 2.2018 1.1894
H 4.1049 3.7778 2.5670
H 3.6119 3.7090 0.8678
H 4.1084 2.2255 1.7143
H 1.6344 3.8783 2.3809
H 2.5800 1.1649 3.4174
H 1.0530 1.9413 3.8394
H 2.5832 2.6757 4.3503
F -6.1810 0.3633 -1.4574
C -5.0245 0.8337 -0.9464
C -4.8193 0.7569 0.4175
C -3.6201 1.2287 0.9341
C -2.6503 1.7797 0.1006
C -2.8989 1.8449 -1.2675
C -4.0897 1.3734 -1.8066
Sb -0.6473 2.2854 0.8380
C -0.4211 4.0457 -0.3905
C 0.8310 4.3942 -0.8900
C 0.9961 5.5096 -1.7025
C -0.1152 6.2687 -2.0056
F 0.0337 7.3535 -2.7930
C -1.3754 5.9594 -1.5317
C -1.5183 4.8401 -0.7237
C -1.1605 3.2598 2.6548
C -1.0552 4.6471 2.7378
C -1.3944 5.3251 3.9008
C -1.8462 4.5916 4.9774
F -2.1828 5.2406 6.1097
C -1.9635 3.2171 4.9367
C -1.6146 2.5536 3.7692
H -5.5843 0.3276 1.0508
H -3.4387 1.1514 1.9990
H -2.1591 2.2729 -1.9368
H -4.2961 1.4185 -2.8678
H 1.6892 3.7858 -0.6301
H 1.9631 5.7950 -2.0949
H -2.2168 6.5866 -1.7940
H -2.5043 4.5904 -0.3480
H -0.7031 5.2214 1.8900
H -1.3132 6.4009 3.9767
H -2.3151 2.6822 5.8086
H -1.6780 1.4751 3.7322
O -0.9118 0.2225 2.1308
C -0.6978 -0.8372 1.4744
O 0.3681 -1.0988 0.8663
C -1.8003 -1.8726 1.3892
C -2.1890 -2.0894 -0.0720
Ge -0.7710 -2.8614 -1.1871
C 0.3728 -1.5680 -2.1143
C 1.4663 -1.9933 -2.8685
C 2.1730 -1.1047 -3.6727
C 1.7818 0.2273 -3.7493
C 0.6984 0.6684 -2.9982
C 0.0119 -0.2242 -2.1841
C 0.2316 -4.1969 -0.1863
C -0.4260 -5.3676 0.1919
C 0.2203 -6.3439 0.9375
C 1.5447 -6.1645 1.3072
C 2.2132 -5.0065 0.9356
C 1.5579 -4.0276 0.2011
C -1.6916 -3.7983 -2.6458
C -1.2686 -5.0336 -3.1323
C -1.9297 -5.6503 -4.1876
C -3.0275 -5.0372 -4.7729
C -3.4622 -3.8057 -4.3012
C -2.7972 -3.1948 -3.2478
H -2.6551 -1.5328 1.9715
H -1.4285 -2.8057 1.8210
H -2.5430 -1.1503 -0.5102
H -3.0238 -2.7912 -0.1354
H 1.7586 -3.0387 -2.8537
H 3.0065 -1.4591 -4.2681
H 2.3136 0.9155 -4.3950
H 0.3903 1.7072 -3.0456
H -0.8309 0.1307 -1.6043
H -1.4589 -5.5267 -0.1022
H -0.3085 -7.2430 1.2275
H 2.0544 -6.9223 1.8885
H 3.2433 -4.8644 1.2304
H 2.0761 -3.1103 -0.0593
H -0.4159 -5.5282 -2.6795
H -1.5882 -6.6117 -4.5508
H -3.5453 -5.5179 -5.5932
H -4.3204 -3.3236 -4.7525
H -3.1515 -2.2323 -2.8899
```

As for the HOMO energy (alpha / beta): -6.75 / -7.63 eV. The calculation puts the total energy at -6571.48608 hartree. As for the energy above the lowest of the compared OMol25 structures with the same formula, charge and spin: 17.2 kcal/mol. Its spin multiplicity is 2.


Entry 3:
The following is a DFT calculation (ωB97M-V/def2-TZVPD) of C43H43IN6O4V as an isolated structure in a non-equilibrium geometry.

```
98
Properties=species:S:1:pos:R:3
V 0.5445 1.1671 0.0956
C 4.9343 -3.5123 3.7716
C 4.2568 -2.7586 2.6566
C 3.6521 -3.4499 1.5795
C 2.8700 -2.8316 0.6069
C 2.2094 -3.8874 -0.2219
N 1.1293 -3.8050 -0.9919
C -0.1611 -3.2578 -0.6530
C -0.9825 -4.0929 0.3747
C -2.1594 -3.2941 0.9099
N -1.7154 -2.0640 1.6218
C -2.3569 -1.4513 2.5977
C -2.1797 -0.1211 3.0583
C -3.1096 0.3480 3.9952
C -3.2801 1.7061 4.1816
C -4.3025 2.2380 5.1602
C -2.4183 2.6234 3.5584
C -1.5159 2.1915 2.5697
C -0.5792 3.1442 2.0398
N 0.2037 2.9714 0.9978
C 1.0817 4.1737 0.7813
C 2.4762 3.8484 0.2917
C 3.1798 2.8156 1.0874
N 2.5122 1.5257 1.1169
C 2.9907 0.6819 2.0135
C 3.1255 -0.7135 1.8219
C 3.9605 -1.4388 2.7853
C 2.4469 -1.3932 0.7626
O 1.6156 -0.8335 -0.0032
C -1.1926 0.7690 2.4307
O -0.0761 0.3172 1.9611
H 5.1719 -4.5196 3.4965
H 4.2918 -3.3710 4.6208
H 5.8479 -2.9827 3.9828
H 3.8998 -4.4901 1.4641
H 2.6794 -4.8294 -0.0023
H 1.1148 -4.3989 -1.8344
H -0.7412 -3.1593 -1.5607
H -0.0541 -2.2455 -0.2709
H -0.3271 -4.5464 1.1549
H -1.5038 -4.9173 -0.2030
H -2.7042 -3.9407 1.6258
H -2.8291 -3.0035 0.1162
H -1.0769 -1.5011 1.0543
H -3.2632 -1.9036 2.9969
H -3.7920 -0.3350 4.6090
H -3.8464 2.8436 5.9798
H -4.6592 1.3373 5.7064
H -5.1110 2.8126 4.6841
H -2.4615 3.6870 3.8502
H -0.4963 4.1172 2.6115
H 1.1727 4.7976 1.7205
H 0.5277 4.8297 0.0713
H 3.1211 4.7215 0.3508
H 2.3807 3.5151 -0.7384
H 3.3778 3.1457 2.1226
H 4.2020 2.6360 0.5871
H 3.3755 1.1720 2.8826
H 4.2795 -0.9397 3.7298
C 2.5307 1.2572 -2.2167
N 1.2284 1.7815 -1.8368
C 0.6547 2.5145 -2.7651
C -0.4866 3.3546 -2.6753
C -1.3125 4.1529 -3.5774
C -2.2600 4.7796 -2.8039
C -2.0971 4.3223 -1.5235
N -1.0051 3.5349 -1.3968
C 2.6291 0.0709 -3.2360
C 3.5264 -0.9350 -2.9013
C 3.4982 -2.1259 -3.6679
C 2.6067 -2.3302 -4.6921
C 1.7833 -1.3043 -5.1089
C 1.8198 -0.0934 -4.4283
H 2.9886 0.7770 -1.3808
H 3.3056 2.0161 -2.4528
H 1.1440 2.5935 -3.7423
H -1.1565 4.2653 -4.6325
H -3.0037 5.5268 -3.1231
H -2.7947 4.5676 -0.6885
H 4.2507 -0.7217 -2.0912
H 4.2233 -2.8989 -3.3912
H 2.6821 -3.2749 -5.2292
H 1.1920 -1.3249 -6.0521
H 1.2345 0.7788 -4.7584
I -7.7889 -2.3425 -1.9849
C -5.8467 -1.4155 -1.9769
C -5.0179 -1.5148 -3.1155
C -3.7333 -0.9352 -3.1439
C -3.2163 -0.4094 -1.9438
C -4.0814 -0.2105 -0.8468
C -5.3646 -0.7386 -0.9083
C -1.7230 -0.0024 -1.9240
O -1.0992 -0.1194 -3.0038
O -1.1465 0.2412 -0.7590
H -5.3300 -2.1374 -3.9174
H -3.0417 -1.1696 -3.9994
H -3.6210 0.0094 0.1226
H -5.9082 -0.6872 0.0068
```

As for the HOMO energy (alpha / beta): -5.59 / -6.91 eV. The calculation puts the total energy at -3535.48086 hartree. Its spin multiplicity is 4.


Entry 4:
The following is a DFT calculation (ωB97M-V/def2-TZVPD) of C43H43N4OP2PbS as an isolated structure in a non-equilibrium geometry.

```
95
Properties=species:S:1:pos:R:3
Pb -0.5032 -0.5619 -2.0323
C -2.5153 -2.8992 -3.2948
C -2.5886 -3.4298 -1.8346
N -2.2784 -2.4287 -0.7845
C -3.4019 -1.7570 -0.1768
C -3.1462 -0.2437 -0.0973
N -2.6145 0.3972 -1.3323
C -3.5801 0.5346 -2.4435
C -3.8159 -0.8079 -3.1059
N -2.5244 -1.4125 -3.3896
H -3.3998 -3.3210 -3.8213
H -1.6488 -3.2907 -3.7966
H -1.8852 -4.2536 -1.7531
H -3.5457 -3.8484 -1.6619
H -1.6461 -2.8279 -0.1155
H -3.5849 -2.0447 0.9043
H -4.3190 -2.0411 -0.6802
H -2.4016 -0.1329 0.7192
H -4.0218 0.3011 0.2688
H -2.3799 1.3483 -1.0533
H -3.1694 1.2344 -3.1862
H -4.5206 0.9211 -2.0610
H -4.3872 -0.7655 -4.0180
H -4.3233 -1.4730 -2.4174
H -2.2473 -1.1363 -4.3338
O 3.0157 0.4451 0.2064
C 3.0596 1.5959 0.9793
C 4.0052 1.7490 1.9994
C 4.0114 2.9742 2.6828
C 3.1566 3.9956 2.2884
C 2.2229 3.7995 1.2820
C 2.0884 2.5620 0.6473
P 0.8239 2.1825 -0.6077
C -0.6998 2.6064 0.2635
C -0.9417 2.0036 1.4993
C -2.1710 2.2260 2.1160
C -3.1518 2.9677 1.4701
C -2.9331 3.5190 0.2138
C -1.7053 3.3309 -0.3884
C 1.0371 3.5694 -1.8058
C 0.8447 4.9057 -1.4617
C 1.1995 5.9236 -2.3140
C 1.7816 5.6204 -3.5668
C 2.0814 4.2912 -3.8945
C 1.6645 3.2896 -3.0072
C 3.6216 -0.6765 0.7393
C 4.9877 -0.7760 0.6673
C 5.6298 -1.8478 1.2684
C 4.8785 -2.8595 1.9169
C 3.4994 -2.7934 1.8986
C 2.8704 -1.6799 1.3625
P 1.0287 -1.5890 1.1308
C 0.6822 -3.3001 0.4987
C 1.1630 -3.6174 -0.7864
C 0.9449 -4.8671 -1.3531
C 0.2435 -5.8151 -0.6285
C -0.2516 -5.5431 0.6253
C -0.0614 -4.2743 1.1784
C 0.3272 -1.5224 2.8424
C 1.1126 -1.2357 3.9875
C 0.4448 -1.1187 5.2092
C -0.9432 -1.2079 5.2935
C -1.6971 -1.4033 4.1711
C -1.0583 -1.5975 2.9410
H 4.7826 1.0540 2.2498
H 4.6780 3.0839 3.5204
H 3.2416 4.9581 2.7819
H 1.6075 4.6073 0.9315
H -0.1938 1.4194 2.0099
H -2.3354 1.8670 3.1089
H -4.1273 3.0805 1.9342
H -3.7372 4.0669 -0.2397
H -1.4796 3.8216 -1.3273
H 0.4582 5.1239 -0.4936
H 1.0737 6.9715 -2.0686
H 2.1453 6.4301 -4.1989
H 2.5825 4.0332 -4.8364
H 1.8928 2.2596 -3.2360
H 5.5726 -0.0296 0.1619
H 6.7048 -1.9457 1.2182
H 5.3596 -3.7424 2.2871
H 2.9267 -3.6627 2.1998
H 1.7911 -2.9150 -1.3395
H 1.4193 -5.1174 -2.2809
H 0.1472 -6.8245 -1.0045
H -0.7498 -6.3375 1.1585
H -0.4630 -4.0383 2.1548
H 2.1803 -1.0613 3.9155
H 1.0497 -0.9288 6.0772
H -1.4192 -1.0185 6.2746
H -2.7789 -1.5087 4.2912
H -1.6749 -1.8069 2.0816
S -1.5146 3.3048 -5.0881
C -0.9289 1.9793 -4.4024
N -0.5745 0.9826 -3.9086
```

As for the HOMO energy: -10.13 eV. The calculation puts the total energy at -3232.20365 hartree. As for the energy above the lowest of the compared OMol25 structures with the same formula, charge and spin: 0.0 kcal/mol. As for the total charge: +1. Its spin multiplicity is 1.


Entry 5:
The following is a DFT calculation (ωB97M-V/def2-TZVPD) of C43H44CrIN2O2P2S5 as an isolated structure.

```
100
Properties=species:S:1:pos:R:3
Cr 1.5362 0.9465 0.4065
S 7.5992 -2.0147 3.1302
C 6.1863 -1.3809 2.5764
S 5.2158 -2.1216 1.3538
C 3.9646 -0.9057 1.2835
C 4.1160 0.1475 2.0989
S 2.9623 1.4510 2.2385
S 5.5441 0.1334 3.1040
S 2.6064 -1.1241 0.2065
C -0.5722 -2.3620 2.9429
C 0.1357 -1.0428 3.2997
P -0.2197 0.4410 2.2723
C 0.0684 1.8545 3.4080
C -0.2500 3.1185 2.9202
C -0.0740 4.2439 3.7109
C 0.4215 4.1165 4.9997
C 0.7506 2.8607 5.4895
C 0.5795 1.7359 4.6969
C -2.0577 0.5065 2.2914
C -2.8163 0.4403 1.1312
C -4.2031 0.5250 1.1788
C -4.8471 0.6547 2.3976
C -4.0996 0.7114 3.5675
C -2.7176 0.6486 3.5140
C -0.0478 -3.1226 1.7219
P -0.9387 -2.6706 0.1764
C 0.0726 -3.4476 -1.1349
C 1.1945 -4.2385 -0.9057
C 1.9223 -4.7618 -1.9664
C 1.5346 -4.5091 -3.2722
C 0.4109 -3.7299 -3.5162
C -0.3061 -3.2011 -2.4555
C -2.3352 -3.8583 0.2573
C -3.5870 -3.3734 0.6276
C -4.6763 -4.2286 0.7486
C -4.5244 -5.5802 0.4857
C -3.2814 -6.0759 0.1097
C -2.1956 -5.2226 -0.0002
H -1.6509 -2.1873 2.8600
H -0.4531 -3.0118 3.8129
H 1.2222 -1.1636 3.3100
H -0.1797 -0.7768 4.3106
H -0.6221 3.2329 1.9079
H -0.3178 5.2216 3.3156
H 0.5638 4.9938 5.6172
H 1.1604 2.7564 6.4857
H 0.8895 0.7741 5.0795
H -2.3307 0.2948 0.1757
H -4.7783 0.4763 0.2627
H -5.9269 0.7138 2.4403
H -4.5933 0.8191 4.5246
H -2.1476 0.7331 4.4310
H -0.1503 -4.1967 1.8980
H 1.0104 -2.9047 1.5685
H 1.5262 -4.4378 0.1050
H 2.8013 -5.3612 -1.7663
H 2.1060 -4.9142 -4.0974
H 0.0972 -3.5328 -4.5340
H -1.1793 -2.5882 -2.6552
H -3.7090 -2.3184 0.8310
H -5.6412 -3.8351 1.0433
H -5.3716 -6.2487 0.5704
H -3.1607 -7.1314 -0.0994
H -1.2321 -5.6157 -0.3026
I 4.9227 8.1463 -3.1806
C 4.0871 6.4403 -2.3297
C 2.9454 6.5582 -1.5471
C 2.3907 5.4199 -0.9860
C 2.9744 4.1786 -1.2093
C 4.1211 4.0721 -1.9859
C 4.6822 5.2058 -2.5520
C 2.3647 2.9642 -0.6180
O 1.3032 3.0333 0.0697
O 2.8885 1.8247 -0.7984
H 2.4975 7.5270 -1.3757
H 1.5053 5.4812 -0.3679
H 4.5703 3.0985 -2.1322
H 5.5760 5.1314 -3.1555
C -2.8778 0.2693 -2.3482
C -2.0013 1.4973 -2.5745
N -0.7101 1.2016 -3.1896
C -0.6003 1.3687 -4.6414
C -1.0549 0.1524 -5.4372
C 0.3229 0.7816 -2.4363
C 1.6390 0.5045 -3.1085
N 0.2141 0.5116 -1.1667
H -3.7970 0.5524 -1.8337
H -2.3671 -0.4802 -1.7399
H -3.1530 -0.1980 -3.2920
H -1.8238 2.0253 -1.6336
H -2.5087 2.2052 -3.2300
H 0.4268 1.6190 -4.8909
H -1.1996 2.2411 -4.9052
H -0.5286 -0.7448 -5.1081
H -0.8492 0.2977 -6.4983
H -2.1242 -0.0242 -5.3281
H 1.4786 -0.1831 -3.9407
H 2.3146 0.0438 -2.3966
H 2.1037 1.4108 -3.4984
H -0.7377 0.5112 -0.8232
```

As for the HOMO energy (alpha / beta): -6.41 / -6.54 eV. The calculation puts the total energy at -5940.92005 hartree. As for the energy above the lowest of the compared OMol25 structures with the same formula, charge and spin: 0.0 kcal/mol. Its spin multiplicity is 4.